No. 1
Below is a molecular structure, C4H10BrN2 at a distorted geometry, with properties calculated with wB97M-V/def2-TZVPD.

Output
Multiplicity: 3
Kohn-Sham gap (spin up / spin down), eV: 6.3 / 8.2
Total energy, eV: -77319.6927
E_LUMO (spin up / spin down), eV: -3.2 / -6.2
Net charge: +1
⟨S²⟩: 2.010

```
17
Properties=species:S:1:pos:R:3:nbo_charge:R:1
C -1.05 0.02 0.58 -0.311
C -0.33 -1.31 0.86 -0.240
C 0.90 -0.33 -0.86 -0.230
C 0.13 2.23 -0.20 -0.482
N -0.42 0.88 -0.44 -0.069
N 0.16 -1.62 -0.55 -0.560
Br 2.43 -0.14 0.32 0.055
H -2.03 -0.25 0.09 0.238
H -1.19 0.46 1.55 0.240
H 0.37 -1.30 1.65 0.262
H -1.16 -1.92 1.10 0.236
H 1.17 -0.32 -1.96 0.232
H 1.06 2.41 -0.78 0.235
H -0.74 2.84 -0.42 0.250
H 0.44 2.44 0.80 0.244
H 0.85 -2.35 -0.53 0.457
H -0.59 -1.73 -1.21 0.443
```



No. 2
Below is 3 unconnected molecules or ions with the total composition C20H31BrNO7PS at a distorted geometry, with properties calculated with wB97M-V/def2-TZVPD.

Output
Kohn-Sham gap, eV: 7.5
Total energy, eV: -127231.1453
E_LUMO, eV: -0.8
Structure (SMILES): NP(O)c1c(C[SH](=O)=O)ccc2c1C(=O)C(CCCBr)=CC2=O.CC(C)O.CC(C)O

```
62
Properties=species:S:1:pos:R:3:nbo_charge:R:1
N -1.43 0.22 3.82 -1.161
P 0.20 0.13 3.33 1.193
O 0.99 -0.68 4.57 -0.966
C 0.32 -1.04 1.90 -0.276
C 1.28 -0.76 0.94 -0.026
C 2.20 0.43 1.01 -0.682
S 1.60 1.62 -0.24 1.968
O 2.38 1.46 -1.44 -0.956
O 0.19 1.41 -0.45 -0.964
C 1.41 -1.56 -0.16 -0.190
C 0.62 -2.64 -0.37 -0.157
C -0.33 -2.95 0.56 -0.051
C -0.47 -2.16 1.68 -0.154
C -1.55 -2.57 2.65 0.554
O -1.44 -2.49 3.86 -0.524
C -2.79 -3.13 2.00 -0.035
C -4.15 -2.79 2.58 -0.442
C -4.77 -1.68 1.68 -0.408
C -4.16 -0.31 1.95 -0.439
Br -5.22 0.73 3.21 -0.026
C -2.65 -3.87 0.92 -0.253
C -1.27 -4.12 0.38 0.520
O -0.95 -5.15 -0.17 -0.502
H -1.53 -0.37 4.65 0.405
H -1.65 1.17 4.13 0.398
H 1.62 -1.26 4.12 0.488
H 3.22 0.17 0.71 0.256
H 2.18 0.95 1.97 0.262
H 1.71 2.89 0.25 0.066
H 2.14 -1.31 -0.93 0.240
H 0.69 -3.28 -1.25 0.253
H -3.99 -2.33 3.56 0.235
H -4.79 -3.67 2.64 0.231
H -5.86 -1.69 1.70 0.227
H -4.48 -1.93 0.66 0.207
H -4.14 0.25 1.01 0.222
H -3.12 -0.37 2.26 0.239
H -3.51 -4.31 0.41 0.231
C -0.61 6.29 0.58 -0.630
C 0.72 6.07 -0.13 0.099
C 0.77 6.81 -1.46 -0.630
O 0.92 4.67 -0.36 -0.746
H -1.43 5.92 -0.03 0.202
H -0.63 5.75 1.52 0.219
H -0.77 7.35 0.78 0.213
H 1.54 6.40 0.51 0.177
H -0.01 6.45 -2.13 0.201
H 1.73 6.63 -1.96 0.220
H 0.65 7.88 -1.31 0.213
H 0.20 4.35 -0.92 0.476
C 3.06 -3.20 -5.54 -0.629
C 2.67 -2.24 -4.43 0.094
C 3.69 -1.13 -4.27 -0.634
O 2.54 -2.96 -3.20 -0.730
H 4.02 -3.67 -5.32 0.196
H 2.33 -4.00 -5.64 0.218
H 3.14 -2.68 -6.50 0.211
H 1.69 -1.82 -4.64 0.179
H 4.67 -1.53 -4.01 0.193
H 3.39 -0.45 -3.47 0.232
H 3.79 -0.55 -5.19 0.212
H 3.40 -3.35 -2.99 0.460
```



No. 3
Below is a single C4H4ClFO2 molecule, with properties calculated with wB97M-V/def2-TZVPD.

Output
Kohn-Sham gap, eV: 10.5
Total energy, eV: -23547.3535
E_LUMO, eV: 0.3
Structure (SMILES): C/C(Cl)=C(\F)C(=O)O

```
12
Properties=species:S:1:pos:R:3:nbo_charge:R:1
C 1.65 1.07 0.00 -0.654
C 0.62 -0.02 0.00 -0.042
Cl 1.28 -1.63 0.00 0.021
C -0.69 0.21 -0.01 0.239
F -1.08 1.50 0.00 -0.303
C -1.92 -0.68 0.00 0.720
O -3.01 -0.19 0.00 -0.522
O -1.75 -2.01 -0.01 -0.664
H 2.28 0.97 0.89 0.235
H 1.17 2.04 -0.02 0.249
H 2.25 0.99 -0.88 0.234
H -0.79 -2.24 0.02 0.488
```



No. 4
Below is a molecular structure, C21H28N7Ti at a distorted geometry, with properties calculated with wB97M-V/def2-TZVPD.

Output
Multiplicity: 2
Kohn-Sham gap (spin up / spin down), eV: 7.1 / 7.4
Total energy, eV: -55741.5587
E_LUMO (spin up / spin down), eV: -13.0 / -12.7
Net charge: +4
⟨S²⟩: 0.752

```
57
Properties=species:S:1:pos:R:3:nbo_charge:R:1
Ti 0.16 0.21 -0.13 1.785
C -0.43 -0.39 4.15 -0.226
C -0.71 -0.17 2.80 0.060
N 0.25 -0.04 1.87 -0.617
C 1.55 -0.12 2.27 0.209
C 1.92 -0.31 3.63 -0.071
C 0.89 -0.46 4.57 -0.027
C 3.31 -0.32 3.97 -0.133
C 4.27 -0.14 3.02 -0.138
C 3.93 0.04 1.65 -0.074
C 4.88 0.22 0.63 -0.004
C 4.45 0.43 -0.67 -0.224
C 3.09 0.41 -0.96 0.106
N 2.15 0.21 -0.02 -0.637
C 2.56 0.04 1.27 0.209
H -1.24 -0.49 4.86 0.282
H -1.74 -0.09 2.45 0.212
H 1.12 -0.62 5.61 0.278
H 3.58 -0.44 5.01 0.271
H 5.31 -0.11 3.29 0.273
H 5.93 0.21 0.87 0.277
H 5.16 0.59 -1.47 0.286
H 2.75 0.59 -1.98 0.212
N -4.83 -0.81 -2.44 -0.672
C -3.41 -1.30 -2.41 -0.053
C -2.46 -0.28 -3.03 -0.434
C -1.01 -0.82 -3.07 -0.049
N -0.08 0.08 -2.33 -0.906
C -0.89 -2.22 -2.46 -0.439
C -1.55 -2.35 -1.08 -0.054
N -0.62 -1.81 -0.05 -0.895
C -2.91 -1.60 -1.00 -0.422
H -5.14 -0.70 -3.42 0.472
H -4.97 0.10 -1.97 0.453
H -5.47 -1.50 -2.01 0.470
H -3.41 -2.22 -3.00 0.252
H -2.48 0.65 -2.45 0.215
H -2.77 -0.03 -4.05 0.268
H -0.69 -0.88 -4.12 0.256
H -0.14 1.00 -2.78 0.423
H 0.85 -0.28 -2.57 0.407
H 0.17 -2.49 -2.39 0.240
H -1.31 -2.96 -3.15 0.278
H -1.72 -3.42 -0.88 0.258
H 0.23 -2.40 -0.07 0.430
H -1.04 -2.00 0.87 0.428
H -2.76 -0.66 -0.44 0.197
H -3.62 -2.22 -0.45 0.264
N -0.66 2.84 1.30 -0.301
C -0.30 4.13 1.22 0.090
C 0.29 4.32 -0.01 -0.275
C 0.26 3.08 -0.64 0.016
N -0.34 2.16 0.16 -0.494
H -1.21 2.42 2.04 0.443
H -0.48 4.83 2.01 0.287
H 0.69 5.24 -0.41 0.298
H 0.62 2.84 -1.63 0.236
```